[1]
Formula: C25H45O22
Source: the Open Molecules 2025 dataset
Level of theory: ωB97M-V/def2-TZVPD

Properties
- maximum force (eV/A) = 5.447
- frontier orbital gap (eV) = 5.63
- energy (hartree) = -2634.4169
- net charge = -1

```
92
Properties=species:S:1:pos:R:3:mulliken_charge:R:1
C -30.7138 -12.7117 -25.0398 0.05
O -31.9357 -13.4046 -24.7392 -0.73
H -30.4386 -12.6224 -26.0907 0.68
H -30.7288 -11.7095 -24.6115 0.08
H -29.8902 -13.3061 -24.6441 -1.74
C -29.7532 -11.9934 -28.1400 -0.54
C -28.8164 -11.0566 -28.9931 0.75
C -27.2872 -11.4274 -28.8418 0.58
O -26.9349 -12.0738 -29.9901 -0.40
C -27.8008 -11.6673 -30.9529 0.55
O -27.6319 -11.7300 -32.1810 -0.62
O -28.9220 -11.2513 -30.3778 -0.43
H -29.7616 -13.0640 -28.3445 0.68
H -30.7939 -11.6821 -28.2304 0.28
H -29.5011 -11.9698 -27.0798 -0.66
H -28.9872 -10.0180 -28.7099 0.13
H -27.0809 -12.1774 -28.0782 -0.56
H -26.7024 -10.5178 -28.7051 0.36
C -25.9077 -14.2852 -25.1387 -1.66
C -26.6461 -13.0160 -25.6941 -0.94
C -28.1631 -13.0061 -25.7440 1.02
O -28.5033 -11.7758 -25.1408 -0.20
C -27.3195 -11.1392 -24.5518 0.28
O -27.2128 -10.0338 -24.0548 -0.49
O -26.2677 -11.9191 -24.8874 -0.38
H -26.1480 -15.2338 -25.6188 0.33
H -26.1823 -14.3593 -24.0864 0.34
H -24.8309 -14.1367 -25.2198 0.44
H -26.1676 -12.8332 -26.6562 0.44
H -28.6492 -13.6614 -25.0212 0.63
H -28.4136 -13.2052 -26.7860 0.94
C -28.3408 -12.2429 -21.5068 -1.97
C -29.1384 -11.6766 -22.6818 1.87
C -30.5666 -11.6734 -22.3305 -0.47
O -31.0246 -10.3587 -22.8113 -0.31
C -29.9618 -9.6040 -22.9717 0.49
O -30.0118 -8.4232 -23.1352 -0.61
O -28.8055 -10.3148 -22.8336 -0.48
H -28.6805 -11.9798 -20.5050 0.42
H -27.3510 -11.8136 -21.6622 0.38
H -28.1877 -13.3204 -21.4470 0.34
H -28.8275 -12.2367 -23.5636 -0.14
H -30.7246 -11.8341 -21.2641 0.57
H -31.1677 -12.5404 -22.6046 0.29
C -30.2066 -6.3173 -28.9922 -0.74
O -30.0663 -7.6271 -28.3695 -0.32
C -31.0032 -8.1606 -27.6271 0.51
O -32.1301 -7.7713 -27.5379 -0.58
O -30.5445 -9.2398 -26.9320 0.16
C -31.2668 -9.6750 -25.7599 -0.51
H -29.3956 -6.2327 -29.7156 0.24
H -30.0810 -5.5627 -28.2158 0.29
H -31.1706 -6.2269 -29.4926 0.32
H -32.2344 -10.0058 -26.1372 0.41
H -31.3121 -8.8287 -25.0746 0.41
H -30.6760 -10.4596 -25.2872 -0.75
C -32.6035 -11.6172 -26.0072 -0.09
O -33.4779 -10.7071 -25.2714 -0.31
C -34.5109 -10.1752 -25.8464 0.85
O -34.7958 -10.3657 -27.0279 -0.68
O -35.1321 -9.3504 -25.0606 -0.27
C -36.4473 -8.9773 -25.3199 -0.77
H -31.6499 -11.1156 -25.8422 -0.20
H -32.8836 -11.7063 -27.0569 0.04
H -32.6228 -12.6005 -25.5372 0.60
H -37.1133 -9.2566 -24.5036 0.24
H -36.8469 -9.4513 -26.2164 0.37
H -36.4342 -7.9066 -25.5236 0.25
C -33.8018 -17.4106 -27.5544 -0.77
O -32.4718 -16.8620 -27.5270 -0.42
C -31.9257 -16.2083 -26.5719 0.64
O -32.4395 -15.9240 -25.5198 -0.46
O -30.7276 -15.8545 -26.9621 -0.52
C -29.8025 -15.1151 -26.1945 -0.33
H -34.1351 -17.0148 -28.5138 0.34
H -34.4236 -17.1955 -26.6854 0.32
H -33.7020 -18.4950 -27.6024 0.27
H -29.2039 -14.4800 -26.8474 0.67
H -29.1294 -15.8141 -25.6980 0.52
H -30.3127 -14.5920 -25.3857 -0.23
C -31.2327 -18.6903 -24.2858 -0.59
O -30.1775 -17.8427 -23.7903 -0.38
C -30.4554 -16.5396 -23.4233 0.63
O -31.5742 -16.0705 -23.4821 -0.43
O -29.2933 -15.8276 -23.4030 -0.32
C -29.2595 -14.4734 -22.9396 -0.67
H -30.8377 -19.6108 -24.7156 0.25
H -31.9338 -18.2669 -25.0050 0.19
H -31.5736 -19.0678 -23.3218 0.34
H -28.3638 -13.9623 -23.2928 0.27
H -29.2114 -14.5021 -21.8511 0.25
H -30.1700 -13.9346 -23.2020 0.37
```

***

[2]
Formula: C25H46AlF4N3O4S
Source: the Open Molecules 2025 dataset
Level of theory: ωB97M-V/def2-TZVPD

Properties
- maximum force (eV/A) = 7.181
- frontier orbital gap (eV) = 8.55
- energy (hartree) = -2485.4606
- net charge = 0

```
84
Properties=species:S:1:pos:R:3:mulliken_charge:R:1
C -0.7961 1.5312 2.3199 -0.43
C -1.8116 0.3030 2.4362 0.35
O -1.3810 -0.7666 3.3095 -0.37
C -0.3021 -1.5088 2.7648 -0.26
O 0.6496 -1.7699 3.5455 -0.47
C -0.2162 -2.0836 1.2789 -0.10
C 0.7231 -1.1914 0.3342 2.40
C 1.3251 -1.9467 -0.9413 -1.41
C 0.3742 -1.8628 -2.2617 0.26
C -1.0715 -2.4609 -1.9264 -1.27
C -2.0875 -1.2989 -1.5112 0.65
N -2.2041 -0.3943 -2.7155 0.19
C -3.4826 0.3922 -2.7496 -0.81
C -4.0681 0.7795 -1.3140 -0.27
S -5.5783 1.9078 -1.4255 -0.10
C -6.3767 1.5919 0.2281 0.47
N -6.9088 2.5147 1.1836 -0.31
N -7.3039 1.6851 2.1943 -0.30
C -7.0842 0.2956 2.0016 0.07
O -6.4861 0.2741 0.7157 -0.23
C -0.9525 0.4283 -2.9135 -0.68
C -0.8659 1.7012 -1.9043 0.84
C 0.4206 2.6465 -2.2398 -1.48
C 1.6309 2.4511 -1.2094 1.28
C 2.5465 3.7889 -1.0554 -0.96
C 2.8254 4.0407 0.5232 -0.60
C 3.9089 3.0121 1.1199 -0.73
C 3.2308 1.7890 1.9501 0.35
C 4.4386 1.1382 2.8215 -0.76
C 3.8262 -0.1469 3.6134 -0.08
O 4.4809 -1.3454 3.1478 -0.40
C 3.8977 -2.5349 3.7434 -0.44
C 0.3971 -0.4292 -2.9863 -0.53
H 0.2330 1.2495 1.9044 -0.32
H -0.7280 2.1538 3.2870 0.42
H -1.2534 2.2537 1.5409 0.26
H -2.0840 -0.0761 1.3946 -0.34
H -2.7867 0.7293 2.8815 0.33
H 0.2750 -3.1231 1.3686 0.55
H -1.2712 -2.2618 0.8883 0.14
H 1.6269 -0.8831 0.9859 -0.25
H 0.1621 -0.2245 0.1090 -1.45
H 1.3955 -3.0728 -0.7069 0.45
H 2.3533 -1.5360 -1.2043 0.33
H 0.8606 -2.6064 -3.0008 0.36
H -1.0456 -3.2751 -1.1197 0.43
H -1.4951 -2.9800 -2.8693 0.31
H -1.8109 -0.7349 -0.5644 -0.86
H -3.1153 -1.8054 -1.3699 0.43
H -2.2403 -1.0431 -3.5331 0.50
H -4.3007 -0.1920 -3.3047 0.42
H -3.3158 1.3570 -3.3536 0.44
H -3.3219 1.3496 -0.6622 0.04
H -4.4481 -0.1396 -0.7310 0.43
H -7.2848 -0.5957 2.6736 0.35
H -1.0799 0.9146 -3.9550 0.51
H -0.8753 1.3962 -0.8050 -0.77
H -1.7705 2.4090 -2.0355 0.46
H 0.7454 2.3354 -3.3023 0.20
H 0.1207 3.7452 -2.3169 0.47
H 1.2309 2.1652 -0.1640 -0.87
H 2.3573 1.6158 -1.5012 0.21
H 2.0946 4.6887 -1.5858 0.41
H 3.5729 3.5652 -1.5121 0.33
H 3.1992 5.1210 0.6536 0.38
H 1.8004 3.9336 1.0332 0.29
H 4.5473 2.5019 0.3095 0.35
H 4.5879 3.5466 1.8842 0.35
H 2.3696 2.1452 2.6130 0.16
H 2.8308 1.0647 1.1589 -0.31
H 5.1977 0.7410 2.0706 0.27
H 4.8372 1.9307 3.5325 0.35
H 2.7006 -0.1128 3.4303 -0.01
H 3.9763 -0.0654 4.7521 0.42
H 4.7303 -3.3186 3.8334 0.25
H 3.4132 -2.3412 4.7560 0.28
H 3.0903 -2.9149 3.0135 0.07
H 0.5918 -0.6264 -4.1078 0.35
H 1.3309 0.1180 -2.6158 0.01
F 0.6359 -4.8753 -4.1718 -0.46
Al 0.4607 -6.3312 -3.1674 0.84
F 1.7667 -7.4674 -3.5352 -0.44
F -1.1039 -7.0915 -3.5019 -0.46
F 0.5377 -5.8673 -1.4549 -0.45
```